{"formula": "C5H10O", "method": "wB97M-V/def2-TZVPD", "e_above_lowest_kcal_mol": 123.40, "multiplicity": 1, "fmax_ev_per_a": 0.37, "symbols": ["O", "C", "C", "C", "C", "C", "H", "H", "H", "H", "H", "H", "H", "H", "H", "H"], "positions_angstrom": [[2.57, 0.27, 0.30], [1.61, -0.55, 0.62], [0.28, -0.20, 0.14], [-1.03, -0.95, 0.02], [-1.69, 0.40, -0.37], [-0.42, 1.14, 0.12], [1.92, 0.31, -1.17], [1.79, -1.64, 0.58], [1.17, -0.37, 1.67], [1.20, 0.10, -1.53], [-1.38, -1.33, 0.99], [-1.05, -1.77, -0.70], [-1.84, 0.49, -1.45], [-2.63, 0.65, 0.14], [-0.53, 1.53, 1.14], [0.02, 1.92, -0.50]]}